Record 1
The molecule C4H9NO, computed with ωB97M-V/def2-TZVPD.

Structure (XYZ):
```
15
C4H9NO | the OMol25 dataset | ωB97M-V/def2-TZVPD
O 0.86968 1.41729 0.24060
N -0.50389 1.52099 -0.19770
C -2.00207 -0.23671 0.34074
C -0.74913 0.08383 -0.43254
C 1.96611 -0.76409 -0.15858
C 0.75069 0.00308 0.44460
H 2.22987 -1.64129 0.53436
H -2.89644 0.28391 0.04866
H 0.62573 -0.42025 1.48234
H -0.62118 -0.18317 -1.42153
H -0.42184 2.21284 -0.96333
H -2.15373 -1.23669 0.26502
H 1.74894 -1.18976 -1.22912
H 2.85444 -0.01728 -0.23279
H -1.69720 0.16730 1.27927
```

Results
F_max ... 7.8 eV Å⁻¹
Spin multiplicity ... 3
Charge ... 0
Calculated total energy ... -287.4896 Ha
HOMO (alpha / beta) ... -0.14004 / -0.36978 Ha


Record 2
A structure of composition C5H14ClIO2PPt, computed with ωB97M-V/def2-TZVPD.

Structure (XYZ):
```
25
C5H14ClIO2PPt | the OMol25 dataset | ωB97M-V/def2-TZVPD
Pt 0.01353 -0.00772 -0.17367
I -0.09615 2.73135 0.34353
Cl -2.38342 -0.41176 -0.01869
P -0.19955 0.37856 -2.42604
O 3.01988 0.38656 0.06245
O 0.06984 -0.37571 2.30020
C -0.80096 -1.08027 -3.32566
C -1.36665 1.72018 -2.80028
C 1.88742 0.18512 -0.06117
C 0.24054 -2.08654 -0.28713
C 1.39896 0.85380 -3.14479
H 0.87085 -2.35408 0.57562
H -0.75576 -2.54491 -0.19682
H 1.74880 1.77423 -2.65636
H 2.12592 0.04405 -2.98207
H 0.33481 0.55375 2.41654
H -1.01399 -0.74530 -4.35524
H -2.24506 1.60887 -2.15073
H -0.89999 -0.31456 2.29388
H -1.71604 -1.44290 -2.83244
H -1.64826 1.61883 -3.86086
H -0.02360 -1.86011 -3.31676
H 1.24273 1.02362 -4.22150
H -0.87264 2.68091 -2.60298
H 0.73007 -2.35696 -1.23531
```

Results
F_max ... 7.4 eV Å⁻¹
Spin multiplicity ... 5
Charge ... +3
Calculated total energy ... -1566.5402 Ha
HOMO (alpha / beta) ... -0.71074 / -0.83368 Ha


Record 3
The molecule C9H13NS, computed with ωB97M-V/def2-TZVPD.

Structure (XYZ):
```
24
C9H13NS | the OMol25 dataset | ωB97M-V/def2-TZVPD
S -1.16886 1.84491 0.21208
N -0.26083 -1.25509 1.19027
C -2.76692 1.07881 -0.06098
C 0.04141 0.83004 -0.75419
C 1.27802 0.35900 0.12513
C 2.08938 1.53931 0.73547
C 2.24216 -0.56160 -0.64538
C -1.02925 -1.86697 0.21373
C -2.97937 -0.18300 -0.22091
C -2.25200 -1.49848 -0.26515
C 0.72624 -0.54416 1.23004
H -0.47703 -0.10970 -1.03491
H 1.25139 2.15506 1.09094
H -3.67922 1.65017 -0.30230
H 2.74051 1.00568 1.42244
H 2.52994 2.13168 0.01823
H 1.21455 -0.47294 2.14858
H -2.73676 -2.23774 -0.90563
H 1.66581 -1.24966 -1.14223
H 2.90165 0.01341 -1.35697
H -4.08694 -0.29425 -0.30309
H 2.95584 -0.92164 0.04994
H -0.51783 -2.81908 0.13564
H 0.31808 1.40625 -1.58076
```

Results
SMILES string ... CC1(C)\C=N/C=C\C=C/SC1
F_max ... 4.6 eV Å⁻¹
Charge ... 0
Calculated total energy ... -803.5559 Ha
HOMO ... -0.28969 Ha


Which value of charge does entry 3 give? 0